The following is a quantum chemistry calculation of a 4-piece molecular cluster, C2H14N2O3 overall, from the OMol25 dataset.

The geometry in XYZ format:
```
21
Properties=species:S:1:pos:R:3:lowdin_charge:R:1
N 1.50522 -1.16871 -0.12232 -0.02
C 0.48402 -0.53283 0.73862 -0.26
C -0.30783 0.57037 0.08572 -0.31
N -1.39598 1.04011 0.98223 0.00
H 1.14003 -1.56187 -0.97903 0.08
H 1.92937 -1.94727 0.35703 0.08
H 0.93337 -0.27578 1.69183 0.12
H -0.28163 -1.30908 0.87298 0.11
H 0.38299 1.37889 -0.21998 0.10
H -0.72914 0.24121 -0.86641 0.10
H -1.73136 1.85938 0.47788 0.06
H -0.89983 1.47348 1.76084 0.07
O -4.38333 -1.55495 2.15455 -0.08
H -3.92945 -1.10013 1.42229 0.03
H -5.34164 -1.41079 2.04998 0.04
O 1.08606 0.38295 -3.00024 -0.08
H 1.60683 0.91785 -2.35696 0.02
H 0.43864 0.96706 -3.40896 0.04
O 3.07793 1.15953 -0.52015 -0.09
H 3.96139 1.02244 -0.85888 0.03
H 2.71673 0.24189 -0.51843 -0.01
```

Results
Energy above the lowest of the compared OMol25 structures with the same formula, charge and spin (kJ/mol): 72.9
Kohn-Sham gap (eV): 10.442
SMILES: NCCN.O.O.O